No. 1
Formula: C7H24BN2O2PPb
Source: the Open Molecules 2025 dataset
Level of theory: the ωB97M-V functional and the def2-TZVPD basis

Positions of all 38 atoms, in Å:
Pb 0.0365 -0.0081 -0.0656
P 0.2402 1.3333 -2.1946
O -0.4867 -1.2716 1.6897
O -2.8206 1.1373 0.8714
N 0.0089 -1.8709 3.7375
N -1.0008 -2.6900 -1.6539
C 0.2812 0.3056 -3.6333
C -1.0231 2.5413 -2.4136
C -1.1995 -2.7223 3.7168
C -1.7592 0.7523 0.5295
C 0.2980 -1.1498 2.6568
C 0.8766 -1.7819 4.8859
C 1.7960 2.2104 -2.1703
B 0.2379 -3.4506 -2.2058
H 1.8831 -2.0963 4.5979
H -1.5205 -3.2817 -1.0084
H 0.2930 -4.5982 -1.7406
H -1.1169 -3.4664 2.9218
H -1.5961 -2.3846 -2.4214
H -0.7696 3.0639 -3.3497
H 0.9101 -0.7443 5.2279
H 0.4404 0.9984 -4.4759
H 1.2915 -2.8524 -1.8761
H -1.2766 -3.2268 4.6757
H -2.0862 -2.1053 3.5607
H -1.0713 3.2904 -1.6062
H 1.8372 2.7559 -3.1275
H 1.2013 -0.4702 2.6429
H 0.2057 -3.5168 -3.4408
H 1.1005 -0.4313 -3.6391
H -2.0274 2.1030 -2.5278
H 0.5053 -2.4169 5.6768
H 1.5671 -0.7367 -0.4998
H 2.6800 1.5510 -2.1180
H 1.8788 2.9479 -1.3537
H -0.6641 -0.2319 -3.8149
H -0.6853 -1.8484 -1.1377
H 1.0814 1.1763 0.7601

Output
HOMO energy (alpha / beta) (eV): -9.8 / -12.1
Charge: +1
Lowest unoccupied orbital energy (alpha / beta) (eV): -3.5 / -3.8
Electronic energy (Ha): -1099.68271
2S+1: 2
<S²>: 0.76

=====

No. 2
Formula: C7H14N5O2
Source: the Open Molecules 2025 dataset
Level of theory: the ωB97M-V functional and the def2-TZVPD basis

Positions of all 28 atoms, in Å:
O 1.2892 -1.1073 -1.0719
O 1.5371 2.7833 -0.0516
N -2.5947 -1.8371 -0.5479
N -1.9174 0.3677 -0.0463
N 0.3937 2.2801 -0.1367
N -0.6255 0.0519 -0.3575
N -3.9901 -0.2012 0.3583
C -2.8272 -0.6055 -0.1443
C 0.3548 0.9416 -0.2489
C 2.4446 -1.5102 0.9900
C -0.7539 3.0538 0.0842
C 2.6285 0.0354 0.5256
C 1.6403 0.1570 -0.6024
C 2.0155 -2.0773 -0.3164
H 1.3262 -2.9715 -0.2119
H 3.6370 0.1289 0.0379
H 1.8405 -1.4857 1.9076
H 2.8552 -2.2851 -0.8977
H -1.6559 2.3996 0.5921
H -1.7731 -2.1634 -0.9064
H -0.4311 3.9498 0.6256
H 2.5516 0.7868 1.1823
H 2.0617 0.7473 -1.3849
H -3.2923 -2.6002 -0.5134
H -4.1170 0.7892 0.5054
H -1.2505 3.1429 -0.9500
H 3.4126 -1.9010 1.1257
H -4.7599 -0.8696 0.4535

Output
HOMO energy (alpha / beta) (eV): -12.8 / -12.8
Charge: +1
SMILES string: C[N+](=O)/C(=N\N=C(N)N)[C@H]1CCCO1
Lowest unoccupied orbital energy (alpha / beta) (eV): -5.3 / -6.0
Electronic energy (Ha): -698.97309
ΔE to the lowest compared entry with this formula, charge and spin (kJ/mol): 553.3

=====

No. 3
Formula: C23H82N32O17
Source: the Open Molecules 2025 dataset
Level of theory: the ωB97M-V functional and the def2-TZVPD basis

Positions of all 154 atoms, in Å:
O -3.8364 1.7091 2.9765
O 2.7688 -1.9574 3.2339
O 4.5178 4.0449 -3.3280
O -1.0861 1.1156 -5.3628
O -4.8198 2.5360 -2.8450
O -3.9144 -1.4491 5.6134
O 3.1077 3.5574 -5.8631
O 0.2791 -4.5020 5.0259
O 0.2153 4.0609 -1.5711
O 3.6716 -1.2534 -3.7366
O 5.8902 0.9666 0.3850
O 0.1139 -2.1580 -3.8376
O 3.4228 4.1653 1.8025
O -1.2166 -4.4360 0.2902
O 2.2812 2.7986 5.1176
O -3.3906 -0.9501 -0.0787
O 0.7673 0.1353 1.0854
N -4.8511 -1.9972 9.1882
N -2.9625 -2.4774 1.6122
N 4.8240 -0.6828 -0.7204
N -0.7921 6.0378 -1.1840
N 3.7088 0.5615 0.8783
N -3.0571 1.4176 -6.4162
N 5.6764 -1.0106 -4.8770
N 3.4077 -3.8920 2.1744
N -3.0397 1.2220 -2.1553
N -1.9265 -4.7238 4.6433
N -4.7998 -1.1638 1.6723
N -0.1949 -3.3042 -5.8347
N 1.6800 -0.9034 -1.4724
N -3.6427 2.5431 0.8913
N 1.1882 3.9637 1.3467
N -4.9665 3.6114 2.4371
N 2.1429 1.4969 -6.0575
N 2.0205 -2.4081 1.1567
N 2.7018 3.5863 -0.3058
N 4.8772 -3.0521 -4.3607
N -2.6984 -0.3618 -4.9627
N -0.7694 -2.9961 3.6739
N 5.3822 2.6902 -1.7430
N 1.4268 -1.7487 -5.6199
N 4.2117 2.4027 4.0028
N 4.3814 1.7695 -3.5669
N 2.8720 0.6657 4.6279
N 0.0897 -4.5043 -1.6027
N -2.0533 4.1806 -1.5118
N -1.0258 -2.6188 -1.1488
N 0.8352 3.2436 -5.6415
N -5.1415 0.7989 -1.5144
C -0.7793 -3.9128 -0.7365
C -2.6238 -0.9285 5.4224
C -3.6729 -1.4935 1.0044
C -4.1967 -3.6688 7.6096
C -4.3328 1.5439 -2.2848
C 2.7851 -2.6753 2.2254
C 0.6534 0.9545 -2.5543
C 0.2154 0.5582 -0.1516
C -0.0696 0.2575 2.2304
C 2.5278 3.8826 1.0247
C -4.0340 -2.1985 7.9748
C -0.8275 4.7088 -1.3894
C -0.7298 -4.1039 4.4437
C 1.2906 0.4977 -1.2446
C -2.2545 0.7487 -5.5865
C 2.1241 2.8263 -5.8254
C 4.8375 0.3319 0.1797
C 4.6585 -1.7074 -4.3031
C 4.7199 2.9123 -2.9113
C -4.4655 -1.2127 6.8810
C 3.0909 1.9917 4.6474
C -4.1532 2.5549 2.1493
C 0.3995 -2.3973 -5.0150
H -2.9444 1.8495 0.6888
H 0.5280 0.0606 3.1164
H 0.1589 2.4959 -5.6426
H -0.4454 1.2838 2.2522
H -1.6449 6.5134 -0.9587
H 4.3165 3.4026 3.9711
H -2.2381 3.2424 -1.8126
H -3.7916 3.3170 0.2730
H -3.5362 -3.0369 2.2227
H 3.7794 1.8666 -4.3718
H 3.3900 -4.2832 1.2505
H 1.5197 -1.5138 1.1029
H -4.6122 -1.1379 9.6806
H -2.8514 0.4499 -1.5180
H 4.7397 0.8912 -3.2500
H -3.0018 -1.9238 8.2179
H 3.5331 0.0491 4.1867
H 0.8363 -1.4798 -1.4684
H 1.4195 0.8719 -5.7412
H -0.9280 -3.9247 -5.5458
H -4.8347 -0.1438 -1.3153
H 3.8671 -0.9245 -0.9701
H -3.7675 -4.1672 8.4830
H -2.2911 -3.0152 1.0503
H 2.9981 1.0633 -6.3617
H 3.6440 3.3813 -0.5883
H -3.5451 -3.9539 6.7836
H 4.1685 -4.1090 2.7909
H 2.0846 0.2819 5.1136
H 5.7220 3.5108 -1.2704
H 0.0972 6.5017 -1.2267
H -2.7444 2.2722 -6.8392
H 5.0106 1.8168 3.8376
H -4.0316 1.2044 -6.5388
H 0.5997 3.4794 0.6912
H -2.3928 -0.8397 4.3636
H -2.5737 0.0697 5.8727
H -1.8875 -1.5779 5.9081
H 2.1625 1.0758 -0.9415
H -6.0732 1.1027 -1.3130
H 3.6851 1.2417 1.6197
H -1.9688 -5.3982 5.3867
H -5.2288 -3.9733 7.4576
H -0.9350 -0.4091 2.2308
H 0.9233 3.8688 2.3150
H -5.0878 3.8322 3.4093
H 5.5984 -0.0093 -4.9652
H -0.7305 -2.4265 -2.0934
H 0.6382 4.2000 -5.4178
H 5.5355 -3.4422 -5.0066
H -4.3042 -0.1725 7.1896
H -2.8802 4.7508 -1.4820
H -1.6989 -2.0159 -0.6995
H 0.6065 -5.3015 -1.2687
H -0.6602 -0.0724 -0.3257
H 0.1241 -2.6209 3.4046
H -0.0243 0.2163 -2.9714
H 4.1332 -3.6038 -3.9688
H 0.1811 1.9411 -2.4711
H -2.2709 1.7564 -2.5113
H 1.5353 -1.6620 -6.6122
H 5.5610 -0.6836 -1.3998
H -5.3414 4.2576 1.7692
H 0.4843 -3.9993 -2.3781
H -0.1667 1.5816 -0.2537
H 0.3066 -3.4523 -6.6887
H -5.3741 -0.4409 1.2746
H -5.1343 -1.6012 2.5107
H -2.8239 -4.3585 4.3774
H -4.5275 -2.6496 9.8990
H 1.4370 1.2256 -3.2684
H -1.6297 -2.8863 3.1628
H -3.5736 -0.7682 -5.2441
H 2.9629 -0.0937 0.7212
H 1.9401 3.8112 -0.9409
H 6.4693 -1.4959 -5.2458
H 5.8094 1.8079 -1.5291
H 2.0756 -2.9736 0.3304
H 2.2473 -1.0341 -2.2946
H -2.0835 -0.8360 -4.3244
H -5.5569 -1.2493 6.8068
H 1.8670 -1.0845 -4.9956

Output
HOMO energy (eV): -8.4
Lowest unoccupied orbital energy (eV): -0.4
Electronic energy (Ha): -3957.44492
ΔE to the lowest compared entry with this formula, charge and spin (kJ/mol): 0.0

=====

No. 4
Formula: C4H4N2O3S
Source: the Open Molecules 2025 dataset
Level of theory: the ωB97M-V functional and the def2-TZVPD basis

Positions of all 14 atoms, in Å:
S 1.8932 -0.2487 0.6175
O 2.1001 0.5498 -0.8019
O 1.3794 0.6641 1.6361
O 0.7335 -2.2361 -0.5603
N -1.0032 1.2752 -0.1385
N -0.8441 -1.0520 0.5233
C -1.4265 0.2697 0.8252
C 1.0437 0.8918 -1.5337
C -0.1332 0.9942 -0.9528
C 0.3463 -1.2235 -0.0008
H -1.0074 0.6630 1.7329
H -2.5804 0.2458 1.1974
H 1.0763 1.0406 -2.6985
H -1.5778 -1.8338 0.1542

Output
HOMO energy (eV): -8.9
Lowest unoccupied orbital energy (eV): -0.1
Electronic energy (Ha): -888.09421
ΔE to the lowest compared entry with this formula, charge and spin (kJ/mol): 359.3

=====

No. 5
Formula: C25H40KN3OPS
Source: the Open Molecules 2025 dataset
Level of theory: the ωB97M-V functional and the def2-TZVPD basis

Positions of all 72 atoms, in Å:
K -1.0153 -1.4113 -0.5714
S 2.5019 -1.8360 -1.3979
P -0.8530 1.7722 -0.7364
O -3.2398 -2.4199 -1.4035
N -0.2017 -1.9327 2.1933
N 3.1919 -1.3645 1.4870
N 1.5587 -2.1856 -0.0160
C -0.5586 -2.7159 4.4309
C -0.7672 4.3722 -2.0888
C -3.1618 -1.1770 -3.4504
C -1.8982 3.7929 1.1369
C 1.4592 3.2138 0.3712
C 1.0959 -2.2179 2.3310
C -1.2954 2.9366 -2.1069
C 4.1124 -1.5076 -0.7490
C -2.8179 2.9263 -2.2716
C 1.6273 -2.7740 3.4868
C -0.9988 -2.1746 3.2321
C 6.6440 -0.9385 0.2387
C -3.4925 -2.5017 -2.8090
C -1.3229 1.4720 1.9566
C 1.9847 -1.9167 1.1590
C 6.4660 -1.1654 -1.1151
C 4.2979 -1.2893 0.6087
C 1.7351 1.8125 -1.7030
C 5.5593 -1.0120 1.1036
C 0.7814 -3.0321 4.5550
C -3.7783 -3.5360 -0.6953
C 0.9631 1.9840 -0.3896
C -1.7991 2.3126 0.7679
C -3.5257 -3.3533 0.7826
C 5.2001 -1.4636 -1.6050
H 5.6968 -0.8482 2.1669
H 7.3077 -1.1180 -1.7920
H -3.8966 -2.3821 1.1167
H -1.1428 4.9060 -2.9655
H 1.1997 1.1069 0.2277
H 1.3906 0.9539 -2.2826
H -3.3147 -4.4588 -1.0613
H 2.5491 3.1760 0.4522
H -1.0910 4.9246 -1.2086
H -4.0502 -4.1248 1.3470
H -2.4655 -3.4406 1.0341
H 1.6491 2.6992 -2.3316
H -2.0454 -1.9193 3.1036
H 2.7961 1.6583 -1.4947
H 2.6771 -3.0312 3.5417
H 7.6263 -0.7112 0.6302
H -0.8694 2.4433 -2.9871
H 3.3683 -1.1857 2.4600
H -2.1087 -0.9100 -3.3259
H 1.2013 4.1424 -0.1369
H -3.3539 -1.2222 -4.5226
H 1.0603 3.2658 1.3832
H -2.4573 3.8978 2.0705
H -4.8499 -3.6021 -0.9035
H -0.2999 1.7218 2.2489
H -2.4312 4.3647 0.3788
H -1.2594 -2.8864 5.2363
H -3.7709 -0.3786 -3.0267
H -4.5434 -2.7611 -2.9659
H -2.8152 1.9757 0.5338
H -1.9609 1.6463 2.8256
H -0.9253 4.2574 1.2833
H 0.3190 4.4162 -2.1262
H -3.0994 3.4227 -3.2022
H -3.3089 3.4627 -1.4559
H -1.3426 0.3997 1.7413
H 1.1646 -3.4761 5.4646
H -2.8892 -3.3120 -3.2331
H 5.0590 -1.6553 -2.6622
H -3.2255 1.9133 -2.2946

Output
HOMO energy (eV): -10.1
Charge: +1
Lowest unoccupied orbital energy (eV): -2.4
Electronic energy (Ha): -2555.45592
ΔE to the lowest compared entry with this formula, charge and spin (kJ/mol): 10.1

=====

No. 6
Formula: C15H25BILuO4P2
Source: the Open Molecules 2025 dataset
Level of theory: the ωB97M-V functional and the def2-TZVPD basis

Positions of all 49 atoms, in Å:
Lu -1.6555 -1.3840 0.7772
I 1.5323 -0.9754 1.6827
P -3.3820 0.2470 -0.3191
P 3.3833 -0.1750 -0.4041
O -1.9481 0.3513 3.0181
O -1.0267 1.9659 -0.0972
O 1.5527 1.5200 -1.2712
O 0.0108 1.6684 2.6422
C -4.1271 1.9116 0.1458
C -0.3933 1.7555 3.9289
C 4.0767 -1.6125 0.5157
C 0.3044 2.3191 4.9872
C -2.1968 1.0160 5.3691
C -4.2751 -0.3088 -1.8086
C 0.4294 -0.6105 -1.6613
C 3.3564 1.3180 0.6938
C -3.8144 -1.0718 1.0429
C 4.4522 -0.2385 -1.8956
C -1.5236 1.6187 6.4313
C -1.5962 1.0519 4.1468
C -0.2662 2.2013 6.2535
C -1.3513 0.9404 0.4720
C 1.6204 0.2884 -1.2361
B -0.9188 0.7864 1.9974
H -3.6280 -2.1763 0.9553
H -3.9164 2.1655 1.2090
H -5.3501 -0.3527 -1.6293
H -4.1167 0.3188 -2.6897
H 5.5237 -0.3601 -1.6460
H -3.1261 0.4696 5.5236
H 3.9507 -1.5209 1.5976
H 2.4947 1.1786 1.3921
H 0.2986 2.5228 7.1414
H 3.0777 2.1855 0.0835
H 5.1546 -1.6282 0.3898
H -4.8607 -1.0747 0.7774
H -3.9511 -1.3213 -2.0563
H -0.5560 -0.1754 -1.2163
H 0.5067 -1.7203 -1.5062
H 3.6256 -2.5562 0.1865
H 4.2919 0.6327 -2.5528
H -3.4773 -0.7352 2.0535
H -1.9738 1.6188 7.4328
H -5.2352 1.9373 0.0317
H 1.2460 2.8389 4.8162
H -3.7793 2.7908 -0.4567
H 4.1752 -1.1658 -2.4286
H 0.3140 -0.3865 -2.7306
H 4.2269 1.5747 1.3185

Output
HOMO energy (alpha / beta) (eV): -12.8 / -13.2
Charge: +2
Lowest unoccupied orbital energy (alpha / beta) (eV): -7.7 / -7.6
Electronic energy (Ha): -3127.59413
ΔE to the lowest compared entry with this formula, charge and spin (kJ/mol): 125.0

=====

No. 7
Formula: C4H12NP
Source: the Open Molecules 2025 dataset
Level of theory: the ωB97M-V functional and the def2-TZVPD basis

Positions of all 18 atoms, in Å:
P -0.9041 0.3788 0.5065
N 0.2239 0.0223 -0.7898
C 2.4609 1.0235 0.1463
C -1.1993 -1.3472 1.0137
C -2.3234 0.4225 -0.6947
C 1.7531 -0.2871 -0.1004
H 2.1498 -0.9548 -0.7609
H 2.8092 1.3432 -0.7916
H -2.6378 -0.5220 -1.0880
H -0.6602 -1.3238 1.9249
H -2.2605 -1.5267 1.2615
H -3.2489 0.7435 -0.1231
H 0.4873 0.8751 -1.4131
H 3.1956 0.8117 0.8190
H 1.4915 -0.6257 0.9287
H -2.3119 1.1158 -1.5672
H 1.8107 1.8282 0.5229
H -0.8358 -1.9776 0.2053

Output
HOMO energy (eV): -8.1
SMILES string: CCNP(C)C
Lowest unoccupied orbital energy (eV): 1.2
Electronic energy (Ha): -555.64861
ΔE to the lowest compared entry with this formula, charge and spin (kJ/mol): 177.9

=====

No. 8
Formula: C7H15N2S
Source: the Open Molecules 2025 dataset
Level of theory: the ωB97M-V functional and the def2-TZVPD basis

Positions of all 25 atoms, in Å:
S -2.5584 0.8303 0.5671
N 0.1158 0.1325 -0.3585
N -4.0397 1.1334 0.2466
C 1.4527 0.4543 -0.8640
C -0.2160 -1.2813 -0.1254
C 2.4791 -0.0166 1.4647
C -2.6958 -0.9222 0.2743
C -0.9014 0.7198 -1.2190
C -1.6522 -1.7781 0.0700
C 2.4619 0.9258 0.2801
H 2.2965 2.0439 0.3963
H 0.3145 -1.9403 -0.8587
H 0.1617 0.7541 0.5681
H -4.3149 2.0421 0.1296
H 2.6523 -1.1305 1.1968
H 3.3212 0.2007 2.1794
H 1.2469 1.2256 -1.6576
H -1.7314 -2.8476 0.0633
H 1.8704 -0.4790 -1.4731
H -1.1128 0.0805 -1.9880
H -0.7333 1.7261 -1.5032
H 3.3755 0.8676 -0.2025
H -3.7457 -1.1661 0.1624
H 1.4700 -0.0513 1.9183
H 0.4831 -1.5237 0.7332

Output
HOMO energy (alpha / beta) (eV): -12.0 / -12.2
Charge: +1
Lowest unoccupied orbital energy (alpha / beta) (eV): -4.3 / -4.3
Electronic energy (Ha): -782.97359
ΔE to the lowest compared entry with this formula, charge and spin (kJ/mol): 602.3

=====

electronic energy of number 7 (C4H12NP)?
-555.64861 Ha

=====

The lowest electronic energy belongs to which entry?
C23H82N32O17

=====

The lowest electronic energy belongs to which entry?
C23H82N32O17

=====

Number 6 is which compound?
C15H25BILuO4P2